Density functional theory data (wB97M-V/def2-TZVPD) for C10H17FO7P3Pt as an isolated structure in a non-equilibrium geometry.

XYZ file:
```
39
Properties=species:S:1:pos:R:3:forces:R:3
Pt -0.12887 0.06628 0.56977 0.7 -0.2 0.9
P 1.55570 -0.77349 -0.97959 -0.6 0.9 1.0
P 1.29344 0.99803 2.74156 0.4 -0.6 -2.5
P -0.58036 -0.88108 3.75566 -1.3 0.4 -1.0
F -1.37943 0.61954 -4.50679 -0.3 0.1 0.2
O 2.32831 1.98650 3.31258 -1.3 1.2 -0.8
O -1.89075 -0.16674 4.32207 0.8 0.6 -1.7
O 0.49361 0.32111 3.90587 0.7 1.2 -0.3
O 0.33622 1.77302 1.76822 0.0 -0.3 0.8
O -0.11041 -2.03194 4.44133 0.6 -2.1 1.8
O -0.81012 -1.14312 2.24746 0.1 1.2 -1.4
O 2.01161 -0.00370 1.82646 -1.0 -0.2 0.4
C -1.81157 0.74655 -3.24441 -0.4 0.3 0.2
C 0.98135 -1.06565 -2.65832 -0.1 1.1 -0.1
C -2.29667 0.87509 -0.50392 -0.6 -0.4 -0.2
C -2.63570 0.99720 0.85981 0.9 0.6 0.8
C -2.71696 -0.27645 -1.25986 0.3 0.6 -1.3
C -1.54677 1.95707 -2.57357 0.6 -0.6 -0.4
C 2.02255 -2.37070 -0.39673 -1.7 -1.3 1.1
C -1.74369 1.99982 -1.20938 0.0 -1.2 -1.1
C -2.48503 -0.30853 -2.64626 0.0 -1.7 0.7
C 3.03038 0.22591 -1.04329 1.3 1.3 0.3
H 3.85594 0.07061 -0.33344 -0.5 -1.2 0.0
H 2.46091 -2.91945 -1.21766 0.3 -0.3 -0.1
H 2.92205 1.75446 3.99141 1.1 -0.6 1.5
H 3.46564 0.24134 -2.03201 0.0 -0.3 -0.5
H 0.05218 -1.60125 -2.65289 -0.2 -0.7 0.1
H -1.36061 2.76837 -0.61247 0.2 1.4 0.6
H 0.77788 -0.18880 -3.28530 0.4 0.1 0.5
H -2.71135 -1.25600 -3.21632 0.2 1.4 0.5
H 1.81188 -1.59762 -3.07647 0.2 -0.6 -0.7
H -2.88797 0.18759 1.50818 -0.6 -0.7 -0.1
H -1.07582 2.71879 -3.20719 -0.2 0.0 0.7
H -2.39952 1.89636 1.42693 -0.1 0.1 -0.4
H 2.92828 1.27131 -0.78863 -1.0 0.5 -0.2
H -3.24020 -1.08739 -0.77167 0.1 0.0 0.0
H 2.62990 -2.36720 0.50927 0.1 0.3 -0.3
H 1.05620 -2.88831 -0.08968 1.1 0.4 -0.5
H -2.20223 -0.54751 5.11930 -0.5 -0.7 1.4
```
Forces are in eV/Å.

**Energy**: -2161.03081 hartree
**Spin multiplicity**: 5
**LUMO energy (spin up / spin down)**: -2.79 / -6.71 eV
**Frontier orbital gap (spin up / spin down)**: 8.2061 / 6.5223 eV
**Charge**: +1